A structure of composition C18H21F2N2O6Sn at a distorted geometry, computed with ωB97M-V/def2-TZVPD.

Structure (XYZ):
```
50
Properties=species:S:1:pos:R:3:forces:R:3:mulliken_charge:R:1
Sn 3.02427 0.52134 -0.79824 0.148 0.535 0.457 0.682
F 3.05206 1.43160 2.42887 -0.428 -0.118 0.312 -0.282
F 4.30522 2.75449 1.21958 0.044 0.205 -0.270 -0.314
O 0.40202 -3.95519 2.85504 -0.144 -0.096 0.101 -0.683
O 3.75470 -1.78173 0.79216 0.291 0.032 0.117 -0.701
O -0.38702 -0.34524 -0.11768 -0.322 0.127 -0.026 -0.505
O 1.42122 2.04884 -0.98548 0.877 -0.570 0.340 -0.915
O -2.78165 4.13375 -0.44588 0.119 -0.306 -0.270 -0.462
O 1.57650 0.09652 -2.93637 -0.340 0.010 0.023 -0.579
N 1.69493 -1.01719 0.36530 0.296 1.248 -0.723 -0.182
N 2.03863 -2.86021 1.77966 0.374 -0.222 0.248 0.068
C -1.70718 1.64089 -2.81688 0.013 0.020 -0.005 -0.712
C 2.54738 -1.84802 0.95812 0.256 -0.678 0.321 0.310
C -1.92974 3.25622 -1.06570 -0.009 -0.097 -0.174 0.960
C 0.21298 2.11805 -1.40289 -0.370 0.017 -0.246 0.155
C -1.11018 -1.45030 2.46069 0.139 0.009 0.036 -1.372
C -0.32813 -3.69560 -0.62911 -0.186 0.013 0.091 -1.098
C 0.72934 -3.07270 2.08829 0.105 0.092 -0.124 -0.022
C -1.14609 -3.04561 0.48191 0.119 -0.066 -0.035 -1.286
C -0.25516 -0.52264 3.31694 -0.179 -0.091 -0.072 -1.154
C -2.48077 2.54247 -2.14477 -0.262 0.121 0.026 -1.034
C 0.39965 0.37401 -3.18381 0.231 -0.417 -0.465 1.079
C -0.35691 1.38715 -2.49907 0.013 0.307 0.344 0.184
C -2.30658 4.76145 0.71783 0.150 0.119 0.242 -0.789
C -0.62421 3.03852 -0.71694 -0.108 0.259 0.322 -0.037
C -0.26118 -2.16777 1.39162 -0.627 0.083 0.002 2.598
C 0.35498 -1.08820 0.48857 -0.119 -0.402 0.236 -0.462
C 3.87895 1.43088 1.31852 -0.166 -0.430 -0.443 -0.033
C -0.22721 -0.45916 -4.29998 0.014 0.154 0.122 -1.254
H -1.63091 -3.81309 1.08943 -0.006 0.084 0.060 0.457
H -1.41995 5.37110 0.51534 -0.053 -0.003 -0.001 0.311
H -1.21798 -0.14816 -4.60238 -0.087 -0.040 -0.091 0.400
H 0.47221 -1.08772 3.89670 0.102 -0.029 0.093 0.292
H -1.59578 -2.19899 3.09156 -0.005 -0.038 -0.120 0.465
H -2.18070 1.10859 -3.62822 0.039 -0.041 0.004 0.160
H 0.43801 -0.42420 -5.16164 0.048 -0.002 0.023 0.347
H 4.77914 0.88181 1.65338 -0.145 -0.026 -0.234 0.123
H 0.28441 0.18321 2.68983 0.082 0.179 0.032 0.229
H -0.87916 0.03687 4.01042 0.006 0.081 0.081 0.475
H -0.97472 -4.25848 -1.29932 0.004 -0.060 -0.088 0.468
H -1.91125 -2.40317 0.04191 0.025 0.022 0.107 0.389
H 0.18964 -2.93268 -1.20707 0.061 0.001 -0.169 0.183
H -0.26896 -1.49222 -3.95604 -0.001 -0.039 0.028 0.230
H -3.11060 5.40143 1.08302 0.053 -0.060 -0.063 0.227
H 0.41482 -4.37876 -0.22051 0.082 -0.093 -0.005 0.291
H -2.05288 4.02385 1.48459 0.011 0.020 0.016 0.324
H -1.87783 -0.87115 1.94323 0.034 -0.087 -0.042 0.407
H -0.16221 3.52093 0.12911 0.047 0.117 0.057 0.373
H 2.73048 -3.45178 2.22825 -0.162 0.145 -0.113 0.280
H -3.51658 2.70602 -2.40191 -0.064 0.013 -0.064 0.407
```
Positions in Å, forces in eV/Å.

Properties
ΔE to the lowest compared entry with this formula, charge and spin (eV): 0.547
Gap between HOMO and LUMO (Ha): 0.260
Total charge: -1
DFT total energy (hartree): -1673.65235
LUMO level (eV): 2.89